The following is a DFT calculation (the ωB97M-V functional and the def2-TZVPD basis) of an isolated ion of composition C4H7N2O and charge +1 in a non-equilibrium geometry.

Output
Orbital gap ... 10.628 eV
Relative energy (zero: lowest compared OMol25 entry of this formula, charge and spin) ... 323.4 kJ/mol
Structure (SMILES) ... C#[N+]/N=C(\C)OC
Highest occupied orbital energy ... -15.2 eV
Charge ... +1

Structure (XYZ):
```
14
Properties=species:S:1:pos:R:3:nbo_charge:R:1
C -3.061 -0.341 0.115 0.277
C 0.283 0.151 0.233 0.711
C 0.262 0.132 1.722 -0.715
C 1.711 0.071 -1.676 -0.274
N -1.946 -0.139 -0.107 0.010
N -0.800 0.094 -0.517 -0.363
O 1.456 0.203 -0.280 -0.399
H -4.065 -0.614 0.283 0.293
H 1.189 0.554 2.103 0.278
H 0.209 -0.905 2.062 0.273
H -0.590 0.669 2.131 0.249
H 1.143 0.814 -2.241 0.215
H 2.777 0.236 -1.806 0.232
H 1.430 -0.925 -2.021 0.213
```

The following is a DFT calculation (the ωB97M-V functional and the def2-TZVPD basis) of C18H32BrIN2O5 as an isolated structure in a non-equilibrium geometry.

Output
Orbital gap ... 9.277 eV
Relative energy (zero: lowest compared OMol25 entry of this formula, charge and spin) ... 45.1 kJ/mol
Highest occupied orbital energy ... -9.0 eV

Structure (XYZ):
```
59
Properties=species:S:1:pos:R:3:nbo_charge:R:1
N 4.713 -1.506 1.876 -0.820
C 4.327 -0.318 1.086 -0.233
C 3.877 0.879 1.967 -0.413
C 2.414 1.316 1.794 -0.401
C 1.429 0.156 1.612 -0.456
C 1.001 0.145 0.127 0.744
O 1.649 0.370 -0.809 -0.537
N -0.380 -0.224 0.027 -0.654
C -0.790 -0.623 1.354 -0.164
C -1.037 -2.095 1.656 -0.532
C -0.113 -3.051 0.966 0.457
O 0.753 -2.749 0.225 -0.524
C 0.072 0.212 2.330 -0.112
Br 0.037 -0.299 4.195 0.077
I -0.758 2.237 2.241 0.141
H 5.344 -1.176 2.593 0.343
H 3.891 -1.899 2.318 0.343
H 3.581 -0.617 0.363 0.207
H 5.210 -0.013 0.545 0.190
H 4.494 1.730 1.706 0.211
H 4.031 0.620 3.007 0.197
H 2.309 1.998 0.964 0.226
H 2.139 1.857 2.690 0.218
H 1.815 -0.824 1.874 0.251
H -0.909 0.585 -0.275 0.397
H -1.784 -0.203 1.464 0.220
H -1.009 -2.316 2.709 0.270
H -2.041 -2.351 1.349 0.246
H -0.288 -4.121 1.172 0.109
C -2.928 -6.095 1.480 -0.723
C -3.052 -5.258 2.730 0.608
O -2.283 -4.354 2.970 -0.564
C -4.182 -5.599 3.670 -0.722
H -2.080 -5.751 0.892 0.231
H -2.771 -7.142 1.746 0.235
H -3.834 -6.006 0.880 0.233
H -4.076 -6.625 4.024 0.233
H -5.139 -5.489 3.158 0.232
H -4.158 -4.925 4.523 0.238
C -2.230 5.698 -2.125 -0.721
C -1.437 4.998 -1.048 0.603
O -1.288 5.491 0.049 -0.556
C -0.840 3.663 -1.403 -0.752
H -2.602 6.646 -1.743 0.231
H -1.593 5.888 -2.991 0.236
H -3.077 5.079 -2.427 0.224
H -0.145 3.770 -2.243 0.278
H -1.634 2.960 -1.671 0.214
H -0.299 3.274 -0.543 0.228
C 0.366 1.290 -4.408 -0.725
C 0.594 2.692 -4.917 0.609
O 0.648 3.638 -4.162 -0.559
C 0.753 2.865 -6.408 -0.721
H 0.273 1.304 -3.324 0.244
H -0.549 0.881 -4.839 0.227
H 1.210 0.653 -4.678 0.238
H -0.146 2.522 -6.921 0.229
H 1.612 2.293 -6.760 0.233
H 0.910 3.917 -6.636 0.235
```

The following is a DFT calculation (the ωB97M-V functional and the def2-TZVPD basis) of an isolated ion of composition C6H8N and charge +1 in a non-equilibrium geometry.

Output
⟨S²⟩ ... 2.03
Orbital gap (alpha / beta) ... 6.107 / 7.405 eV
Multiplicity ... 3
Relative energy (zero: lowest compared OMol25 entry of this formula, charge and spin) ... 97.6 kJ/mol
Highest occupied orbital energy (alpha / beta) ... -10.9 / -15.0 eV
Charge ... +1

Structure (XYZ):
```
15
Properties=species:S:1:pos:R:3:mulliken_spin:R:1
C -1.751 -0.351 0.300 0.093
C -0.761 -1.425 -0.162 0.428
C 2.106 0.424 0.450 0.454
C -0.084 1.088 -0.393 -0.004
C -1.545 1.000 0.220 0.449
C 0.639 -1.332 -0.246 0.485
N 0.942 0.088 0.007 -0.034
H -2.730 -0.819 0.719 0.002
H -1.193 -2.411 -0.143 0.019
H 2.852 -0.381 0.541 0.011
H 2.366 1.425 0.763 0.022
H -0.316 0.826 -1.463 0.061
H 0.200 2.151 -0.291 0.004
H -2.032 1.896 0.221 0.014
H 1.308 -2.178 -0.524 -0.004
```

The following is a DFT calculation (the ωB97M-V functional and the def2-TZVPD basis) of a 3-piece molecular cluster, C30H39F15INO11S overall.

Output
Orbital gap ... 9.972 eV
Structure (SMILES) ... COC[C@](I)(CCC(F)(F)F)O[C@H](CCCS(=O)(=O)O)[C@](N)(C(F)(F)c1cccc(C(F)(F)F)c1)C(F)(F)C(F)(F)C(F)(F)F.CCOC(=O)OC.CCOC(=O)OC
Highest occupied orbital energy ... -9.9 eV

Structure (XYZ):
```
98
Properties=species:S:1:pos:R:3:mulliken_charge:R:1
C 0.703 -2.978 2.980 -0.788
O 0.039 -1.794 2.560 -0.333
C 0.838 -0.798 1.988 -1.097
C 0.463 -0.540 0.512 0.574
I 1.399 -2.172 -0.658 0.167
C 1.034 0.808 0.055 0.143
C 2.559 0.849 -0.129 -1.131
C 3.106 2.273 -0.072 0.834
F 3.833 2.556 -1.179 -0.309
F 3.921 2.449 0.987 -0.307
F 2.148 3.215 0.010 -0.211
O -0.913 -0.592 0.459 -0.506
C -1.558 -0.346 -0.785 -1.157
C -1.977 1.136 -0.933 -2.339
C -2.083 1.890 0.399 0.328
C -2.947 3.163 0.263 -1.462
S -2.012 4.640 0.460 1.351
O -1.114 4.513 1.568 -0.512
O -2.892 5.771 0.425 -0.689
O -1.172 4.586 -0.894 -0.458
C -2.706 -1.404 -0.961 0.345
N -2.191 -2.732 -0.665 -0.583
C -3.155 -1.440 -2.452 1.780
F -4.021 -2.474 -2.614 -0.366
F -3.844 -0.308 -2.780 -0.386
C -2.011 -1.615 -3.430 -0.685
C -1.590 -2.880 -3.788 -0.673
C -0.521 -3.048 -4.648 -1.022
C 0.134 -1.943 -5.149 -0.855
C -0.300 -0.682 -4.793 0.430
C 0.421 0.518 -5.344 0.861
F 0.198 1.622 -4.603 -0.230
F 0.027 0.797 -6.605 -0.271
F 1.753 0.322 -5.380 -0.274
C -1.370 -0.501 -3.946 -0.321
C -3.865 -1.140 0.034 0.505
F -3.320 -1.027 1.264 -0.301
F -4.462 0.063 -0.231 -0.401
C -5.059 -2.174 0.168 0.397
F -4.775 -3.398 -0.280 -0.258
F -5.338 -2.281 1.492 -0.319
C -6.405 -1.704 -0.485 0.637
F -6.974 -0.755 0.255 -0.248
F -7.229 -2.764 -0.523 -0.273
F -6.246 -1.251 -1.726 -0.187
H 1.669 -3.099 2.497 0.353
H 0.807 -2.978 4.064 0.257
H 0.087 -3.830 2.702 0.262
H 0.659 0.134 2.527 0.388
H 1.892 -1.057 2.045 0.613
H 0.594 1.079 -0.899 0.074
H 0.757 1.526 0.820 0.274
H 2.788 0.491 -1.125 0.420
H 3.082 0.251 0.606 0.426
H -0.826 -0.561 -1.558 1.298
H -1.243 1.664 -1.540 0.645
H -2.920 1.226 -1.454 1.141
H -1.092 2.209 0.699 -0.257
H -2.494 1.271 1.184 0.686
H -3.454 3.213 -0.695 0.397
H -3.681 3.222 1.059 0.402
H -0.737 5.450 -0.980 0.365
H -1.361 -2.914 -1.208 0.255
H -1.975 -2.811 0.319 0.492
H -2.111 -3.729 -3.374 0.505
H -0.213 -4.051 -4.895 0.471
H 0.979 -2.077 -5.805 0.510
H -1.682 0.495 -3.685 0.612
C 4.222 -7.801 0.895 -1.091
C 3.253 -8.036 -0.243 -0.212
O 2.955 -6.827 -0.962 -0.310
C 3.906 -6.406 -1.793 0.643
O 4.950 -6.957 -2.023 -0.559
O 3.492 -5.264 -2.347 -0.159
C 4.442 -4.656 -3.227 -0.717
H 3.839 -7.033 1.567 0.266
H 4.361 -8.722 1.461 0.371
H 5.193 -7.477 0.524 0.318
H 2.290 -8.368 0.140 0.299
H 3.622 -8.790 -0.939 0.323
H 4.752 -5.353 -4.003 0.346
H 5.311 -4.313 -2.669 0.322
H 3.933 -3.807 -3.674 0.170
C 1.157 6.479 2.781 -0.992
C 0.041 6.801 3.748 -0.130
O 0.416 6.542 5.114 -0.380
C 1.223 7.439 5.669 0.771
O 1.631 8.451 5.159 -0.559
O 1.505 7.032 6.909 -0.349
C 2.409 7.884 7.616 -0.637
H 1.478 5.445 2.903 0.249
H 0.809 6.614 1.758 0.214
H 2.018 7.127 2.943 0.442
H -0.810 6.151 3.564 0.238
H -0.291 7.835 3.654 0.325
H 2.039 8.907 7.640 0.296
H 3.394 7.860 7.153 0.292
H 2.466 7.487 8.625 0.219
```

The following is a DFT calculation (the ωB97M-V functional and the def2-TZVPD basis) of one molecule with the formula C3H6N2O in a non-equilibrium geometry.

Output
Orbital gap ... 9.198 eV
Relative energy (zero: lowest compared OMol25 entry of this formula, charge and spin) ... 434.9 kJ/mol
Structure (SMILES) ... [H]/N=C/N(O)C=C
Highest occupied orbital energy ... -8.4 eV

Structure (XYZ):
```
12
Properties=species:S:1:pos:R:3:nbo_charge:R:1
C -0.648 0.168 1.045 -0.030
C -1.453 -0.845 1.437 -0.453
C 0.946 0.759 -0.659 0.268
H 0.322 -0.579 -1.672 0.489
H -0.349 1.020 1.571 0.204
H -2.027 -0.884 2.433 0.225
H -1.625 -1.518 0.610 0.232
H 1.327 1.402 0.192 0.169
H 2.408 0.887 -2.026 0.388
N 0.005 0.076 -0.132 -0.115
N 1.588 0.279 -1.717 -0.822
O -0.494 -0.768 -1.084 -0.554
```

The following is a DFT calculation (the ωB97M-V functional and the def2-TZVPD basis) of one molecule with the formula C5H8OS in a non-equilibrium geometry.

Output
Orbital gap ... 9.652 eV
Relative energy (zero: lowest compared OMol25 entry of this formula, charge and spin) ... 371.2 kJ/mol
Structure (SMILES) ... C[C@]12CSC[C@@H]1O2
Highest occupied orbital energy ... -8.8 eV

Structure (XYZ):
```
15
Properties=species:S:1:pos:R:3:nbo_charge:R:1
C -1.123 -0.928 1.125 -0.667
C -0.869 -0.369 -0.261 0.203
C 0.303 -1.061 -0.936 -0.483
C 0.470 1.214 0.677 -0.501
C -0.521 1.076 -0.427 -0.003
H -1.623 -1.914 0.927 0.225
H -1.885 -0.340 1.652 0.234
H -0.141 -1.048 1.668 0.229
H 0.417 -0.933 -1.987 0.230
H 0.419 -2.082 -0.561 0.225
H 1.068 2.088 0.623 0.227
H 0.162 0.906 1.715 0.239
H -0.073 1.175 -1.452 0.185
O -1.849 0.550 -0.555 -0.419
S 1.681 -0.115 0.050 0.075
```